Below is an isolated molecule of C4H6N2O, with properties calculated with ωB97M-V with the def2-TZVPD basis set.

Max |F|   0.0162 Eh/bohr
E   -340.5936 Eh
Relative energy (zero: lowest compared OMol25 entry of this formula, charge and spin)   5.477 eV

Positions of all 13 atoms, in Å:
N  0.3156  -1.8027  -0.3744
C  0.9734  -0.6889  0.0417
O  0.9530  0.3192  -0.9406
C  0.0665  1.3707  -0.5483
C  -0.8984  0.8050  0.4781
C  -1.5995  -0.3063  0.0958
N  -1.5827  -1.4249  -0.3371
H  0.4381  -2.5596  0.3018
H  1.9446  -0.8527  0.5249
H  -0.4260  1.7469  -1.4482
H  0.6353  2.1888  -0.0901
H  0.3255  -0.1389  0.9107
H  -1.1455  1.3435  1.3857

Here are the natural (NBO) charges for atoms 1 to 6, given in e:
1. N -0.450
2. C 0.043
3. O -0.527
4. C -0.083
5. C -0.373
6. C 0.232

=====

Below is a cluster of 2 separate species, C3H9NO2 in total, with properties calculated with ωB97M-V with the def2-TZVPD basis set.

Max |F|   0.0810 Eh/bohr
E   -324.9198 Eh
SMILES   CCNC=O.O
Relative energy (zero: lowest compared OMol25 entry of this formula, charge and spin)   1.438 eV

Positions of all 15 atoms, in Å:
C  1.8410  0.4930  0.3157
C  0.7000  0.7330  -0.6704
N  0.6415  -0.4029  -1.5559
C  -0.3672  -1.2294  -1.7900
O  -1.4507  -1.2430  -1.1136
H  2.5656  0.0090  -0.3606
H  1.7080  -0.1464  1.2046
H  2.2549  1.4630  0.6388
H  -0.2349  0.9890  -0.1358
H  0.9722  1.5980  -1.3054
H  1.5577  -0.5121  -1.9977
H  -0.0556  -2.0260  -2.5084
O  -3.6020  -0.1613  2.8771
H  -3.0417  0.5773  2.5473
H  -3.4889  -0.1412  3.8544

Here are the natural (NBO) charges for atoms 1 to 6, given in e:
1. C -0.606
2. C -0.228
3. N -0.597
4. C 0.513
5. O -0.637
6. H 0.185

=====

Below is an isolated molecule of C26H22ClN3O5S, with properties calculated with ωB97M-V with the def2-TZVPD basis set.

Max |F|   0.0209 Eh/bohr
E   -2402.8738 Eh
SMILES   CN(C)S(=O)(=O)c1ccc(Cl)c(NC(=O)COC(=O)c2cc(-c3ccccc3)nc3ccccc23)c1
Relative energy (zero: lowest compared OMol25 entry of this formula, charge and spin)   0.000 eV

Positions of all 58 atoms, in Å:
C  3.5256  3.8995  -3.9902
N  3.5832  3.8704  -2.5513
C  3.3254  2.5923  -1.9365
S  2.8779  5.1811  -1.8033
O  3.0770  5.0431  -0.3948
O  3.3534  6.3601  -2.4625
C  1.1218  5.0096  -2.1680
C  0.5789  5.7131  -3.2248
C  -0.7578  5.5305  -3.5397
C  -1.5151  4.6340  -2.8067
Cl  -3.1865  4.4135  -3.2151
C  -0.9656  3.9076  -1.7408
N  -1.7805  3.0193  -1.0470
C  -1.4085  2.1033  -0.1099
O  -0.2866  1.9220  0.2893
C  -2.6040  1.3023  0.4269
O  -2.1381  0.1939  1.1653
C  -1.5400  -0.7678  0.4361
O  -1.5080  -0.7525  -0.7679
C  -1.0255  -1.8657  1.2938
C  -1.3363  -3.1555  0.9410
C  -0.9407  -4.2234  1.7814
C  -1.2637  -5.6178  1.4516
C  -1.4383  -6.0415  0.1359
C  -1.7361  -7.3640  -0.1370
C  -1.8664  -8.2786  0.8948
C  -1.6849  -7.8678  2.2058
C  -1.3818  -6.5493  2.4827
N  -0.2980  -4.0144  2.9064
C  0.0587  -2.7678  3.2539
C  0.7865  -2.5953  4.4510
C  1.2058  -1.3510  4.8285
C  0.9303  -0.2330  4.0254
C  0.2148  -0.3614  2.8657
C  -0.2595  -1.6246  2.4641
C  0.3746  4.1191  -1.4247
H  3.7002  4.9265  -4.3004
H  4.3120  3.2624  -4.3952
H  2.5557  3.5574  -4.3745
H  2.3581  2.1718  -2.2377
H  3.3392  2.7397  -0.8600
H  4.1167  1.8954  -2.2138
H  1.1988  6.4056  -3.7699
H  -1.2124  6.0775  -4.3508
H  -2.7471  3.0288  -1.3542
H  -3.2362  0.9650  -0.4033
H  -3.1814  1.9118  1.1256
H  -1.9223  -3.3401  0.0543
H  -1.3164  -5.3450  -0.6802
H  -1.8644  -7.6839  -1.1610
H  -2.1032  -9.3097  0.6768
H  -1.7796  -8.5799  3.0125
H  -1.2336  -6.2136  3.4971
H  1.0073  -3.4740  5.0364
H  1.7667  -1.2203  5.7425
H  1.2951  0.7375  4.3268
H  0.0285  0.4996  2.2433
H  0.8263  3.6044  -0.5937

Here are the natural (NBO) charges for atoms 1 to 6, given in e:
1. C -0.429
2. N -0.656
3. C -0.430
4. S 2.330
5. O -0.930
6. O -0.939

=====

Below is an isolated molecule of C3H2N2O2, with properties calculated with ωB97M-V with the def2-TZVPD basis set.

Max |F|   0.0114 Eh/bohr
E   -375.3533 Eh
SMILES   N=C=C=NOC=O
Relative energy (zero: lowest compared OMol25 entry of this formula, charge and spin)   4.305 eV

Positions of all 9 atoms, in Å:
N  1.8751  0.9541  1.4340
C  1.0770  0.1135  1.0569
C  0.2694  -0.9109  0.9879
N  -0.5692  -1.6716  0.4555
O  -0.9332  -1.2858  -0.9374
C  -1.2013  0.0132  -1.1766
O  -0.9744  0.9512  -0.4589
H  2.1675  1.6976  0.8010
H  -1.6974  0.1136  -2.1572

Here are the natural (NBO) charges for atoms 1 to 6, given in e:
1. N -0.543
2. C 0.381
3. C 0.047
4. N -0.065
5. O -0.399
6. C 0.634

=====

Below is a structure of composition C32H21CaF5I2N7O3SSeTe, with properties calculated with ωB97M-V with the def2-TZVPD basis set.

Max |F|   0.1303 Eh/bohr
E   -6681.3032 Eh
Net charge   -1
Relative energy (zero: lowest compared OMol25 entry of this formula, charge and spin)   3.273 eV

Positions of all 74 atoms, in Å:
Ca  -1.2678  -0.7896  -0.8254
Se  3.7028  -6.0057  -3.8106
N  3.3901  -5.4274  -2.1724
C  2.3767  -4.5908  -2.2251
C  1.7997  -3.9470  -1.0716
C  2.3668  -4.0174  0.2029
C  1.7160  -3.4102  1.2529
C  0.4951  -2.7842  1.0084
N  -0.0372  -2.6769  -0.1940
C  0.6165  -3.2012  -1.2382
C  0.1146  -2.9076  -2.5766
N  -0.8981  -2.0392  -2.6812
C  -1.2841  -1.6421  -3.8776
C  -0.7160  -2.1087  -5.0603
C  0.2953  -3.0367  -4.9777
C  0.7335  -3.4487  -3.7174
C  1.8243  -4.3721  -3.5345
N  2.3954  -5.0442  -4.5087
H  3.3070  -4.5335  0.3372
H  2.1320  -3.4059  2.2501
H  -0.0757  -2.3531  1.8206
H  -2.0750  -0.9023  -3.9071
H  -1.0616  -1.7388  -6.0141
H  0.7763  -3.4405  -5.8575
S  -3.8865  1.8633  0.4146
C  -3.7710  2.1351  -1.2407
C  -3.5851  3.4314  -1.7924
C  -3.5406  3.6123  -3.1439
C  -3.6912  2.5083  -4.0031
C  -3.8532  1.2775  -3.4359
N  -3.9012  1.0973  -2.1095
H  -3.4664  4.2586  -1.1106
H  -3.3880  4.6015  -3.5547
H  -3.6648  2.6236  -5.0749
H  -3.9733  0.3771  -4.0287
O  -2.3166  -1.2089  2.0658
C  -1.4616  -0.3495  2.0835
N  -0.8361  0.1680  3.1856
C  0.2467  1.0635  2.8181
C  0.0598  1.0214  1.2801
O  0.7566  1.7092  0.5002
N  -0.9024  0.2148  0.9558
C  0.0125  2.5088  3.2264
C  1.0685  3.3646  3.5108
C  0.8265  4.7085  3.7472
C  -0.4646  5.2055  3.6918
C  -1.5231  4.3491  3.4292
C  -1.2885  3.0050  3.1981
C  1.5902  0.4727  3.2270
C  1.6875  -0.2146  4.4346
C  2.8776  -0.8096  4.8161
C  3.9894  -0.7363  3.9922
C  3.9049  -0.0437  2.7960
C  2.7162  0.5607  2.4136
H  -1.1719  0.0206  4.1194
H  2.0797  2.9829  3.5387
H  1.6518  5.3715  3.9685
H  -0.6511  6.2598  3.8456
H  -2.5371  4.7242  3.3935
H  -2.1172  2.3480  2.9652
H  0.8330  -0.2877  5.0930
H  2.9351  -1.3330  5.7613
H  4.9155  -1.2130  4.2842
H  4.7681  0.0215  2.1480
H  2.6702  1.0920  1.4739
F  0.1259  3.2673  -1.1727
Te  0.5133  1.4074  -1.6121
F  1.2405  -0.3128  -0.7594
F  2.3491  1.8646  -1.5206
F  1.0727  0.1309  -3.0354
F  0.4950  2.3811  -3.3070
O  -1.1767  0.9318  -1.7568
I  -4.0788  -0.9239  -1.3817
I  -4.7660  -3.6847  -0.9601

Here are the Löwdin charges for atoms 1 to 6, given in e:
1. Ca 1.029
2. Se 1.093
3. N -0.243
4. C -0.326
5. C -0.076
6. C 0.019

=====

Below is a cluster of 3 separate species, C5H10O2 in total, with properties calculated with ωB97M-V with the def2-TZVPD basis set.

Max |F|   0.0193 Eh/bohr
E   -346.7181 Eh
Relative energy (zero: lowest compared OMol25 entry of this formula, charge and spin)   8.362 eV

Positions of all 17 atoms, in Å:
O  1.4101  -0.5694  2.3215
C  -0.8884  -1.7601  0.6072
C  -1.1508  -0.4732  0.3723
C  -0.6050  0.3780  -0.7504
C  -0.3322  1.8718  -0.4553
O  0.9986  1.7914  -0.9701
C  0.8944  0.3827  -1.1659
H  1.9539  -1.8916  0.3713
H  -1.1426  -2.2111  1.5656
H  -0.2813  -2.3682  -0.0529
H  0.7119  -0.1720  1.7969
H  -1.7394  0.0710  1.1127
H  -1.2527  0.2590  -1.6228
H  -0.3343  2.1589  0.6070
H  -0.9387  2.5858  -1.0225
H  1.1042  0.1118  -2.2071
H  1.5921  -0.1648  -0.5075

Here are the natural (NBO) charges for atoms 1 to 6, given in e:
1. O -0.464
2. C -0.375
3. C -0.209
4. C -0.322
5. C -0.044
6. O -0.529

=====

Q: Number 4 is which compound?
A: C3H2N2O2

=====

Q: What is the formula in the sixth record?
A: C5H10O2

=====

Q: The lowest E belongs to which entry?
A: C32H21CaF5I2N7O3SSeTe

=====

Q: Number 1 is which compound?
A: C4H6N2O